Record 1
ORCA calculation (ωB97M-V/def2-TZVPD) on C22H28ClN2O7W as an isolated structure.

Each line ends with the natural charge from an NBO analysis.
Element x y z (Å)
W (0.123, -0.016, 0.154)  1.966
O (0.344, 1.303, -1.181)  -0.678
C (1.184, 2.224, -1.659)  0.408
C (0.792, 3.052, -2.711)  -0.277
C (1.673, 4.000, -3.186)  -0.145
C (2.951, 4.139, -2.635)  -0.231
C (3.341, 3.314, -1.609)  -0.130
C (2.461, 2.342, -1.103)  -0.224
C (2.883, 1.459, -0.059)  0.161
N (2.153, 0.570, 0.534)  -0.503
C (2.862, -0.278, 1.502)  -0.245
C (1.887, -0.599, 2.600)  -0.226
N (0.654, -1.045, 1.948)  -0.513
C (0.068, -2.064, 2.494)  0.212
C (-1.166, -2.655, 2.084)  -0.215
C (-1.658, -3.803, 2.730)  -0.125
C (-2.861, -4.346, 2.354)  -0.234
C (-3.606, -3.745, 1.330)  -0.147
C (-3.153, -2.614, 0.687)  -0.250
C (-1.923, -2.073, 1.065)  0.350
O (-1.465, -0.978, 0.468)  -0.655
H (-0.189, 2.925, -3.144)  0.232
H (1.371, 4.641, -4.003)  0.231
H (3.629, 4.887, -3.022)  0.233
H (4.332, 3.400, -1.180)  0.222
H (3.923, 1.544, 0.251)  0.197
H (3.745, 0.233, 1.885)  0.211
H (3.161, -1.200, 1.003)  0.248
H (1.668, 0.289, 3.198)  0.203
H (2.280, -1.380, 3.250)  0.228
H (0.552, -2.516, 3.356)  0.202
H (-1.073, -4.253, 3.522)  0.223
H (-3.237, -5.233, 2.846)  0.232
H (-4.554, -4.177, 1.036)  0.230
H (-3.711, -2.139, -0.107)  0.239
C (-0.118, 2.776, 1.699)  -0.246
O (-0.869, 1.604, 1.351)  -0.553
C (-2.285, 1.875, 1.185)  -0.083
C (-2.640, 2.251, -0.231)  -0.097
O (-2.523, 1.094, -1.015)  -0.541
C (-2.814, 1.312, -2.383)  -0.245
H (-0.535, 3.215, 2.605)  0.201
H (-0.143, 3.504, 0.886)  0.195
H (0.907, 2.465, 1.877)  0.204
H (-2.554, 2.667, 1.884)  0.203
H (-2.799, 0.957, 1.461)  0.222
H (-1.980, 3.047, -0.606)  0.175
H (-3.668, 2.639, -0.244)  0.194
H (-3.868, 1.574, -2.518)  0.177
H (-2.586, 0.389, -2.907)  0.225
H (-2.198, 2.121, -2.789)  0.158
Cl (2.315, -3.725, -2.326)  -0.045
C (0.758, -3.036, -2.833)  -0.483
C (0.265, -1.861, -2.013)  0.773
O (-0.699, -1.238, -2.404)  -0.607
O (0.911, -1.577, -0.899)  -0.759
H (0.006, -3.821, -2.791)  0.250
H (0.852, -2.708, -3.864)  0.252
O (2.251, -3.400, 1.077)  -0.980
H (2.649, -4.254, 0.880)  0.484
H (1.924, -3.077, 0.222)  0.495

Force components x, y, z for each atom (eV/Å):
W 0.05 0.07 -0.02
O 0.00 0.00 0.00
C 0.02 0.00 0.00
C 0.00 -0.01 0.00
C 0.00 0.00 0.00
C 0.00 0.00 0.00
C 0.00 0.00 0.00
C -0.02 0.00 -0.01
C 0.00 0.01 0.00
N 0.03 -0.02 0.01
C -0.02 0.01 0.01
C 0.01 -0.01 -0.02
N -0.03 -0.03 0.02
C -0.01 0.02 -0.02
C 0.04 0.01 0.02
C -0.01 -0.01 0.00
C 0.00 0.01 -0.01
C 0.01 -0.01 0.01
C 0.00 0.00 0.00
C -0.03 -0.03 -0.02
O -0.04 -0.01 0.06
H 0.00 0.00 0.00
H 0.00 0.00 0.00
H 0.00 0.00 0.00
H 0.00 0.00 0.00
H 0.00 0.00 0.00
H 0.00 0.00 0.00
H 0.00 0.00 0.00
H 0.00 0.00 0.00
H 0.00 0.00 0.00
H 0.00 0.01 0.00
H 0.00 0.00 0.00
H 0.00 0.00 0.00
H 0.00 0.00 0.00
H 0.00 0.00 0.00
C 0.01 0.00 0.00
O -0.02 -0.01 0.00
C 0.00 0.01 -0.01
C 0.00 -0.01 0.00
O 0.01 0.00 0.00
C 0.00 0.00 0.00
H 0.00 0.00 0.00
H 0.00 0.00 0.00
H 0.00 0.00 0.00
H 0.00 0.00 0.00
H 0.00 0.00 0.00
H 0.00 0.00 0.00
H 0.00 0.00 0.00
H 0.00 0.00 0.00
H 0.00 0.00 0.00
H 0.00 0.00 0.00
Cl -0.01 0.00 0.01
C 0.03 0.02 -0.01
C -0.03 -0.01 -0.03
O 0.01 0.00 0.00
O 0.02 0.01 -0.02
H 0.00 0.00 0.02
H 0.00 -0.01 0.00
O -0.01 -0.01 0.00
H 0.01 0.02 -0.01
H 0.00 -0.01 0.00

Computed properties:
charge	+1
spin multiplicity	1

=====

Record 2
ORCA calculation (ωB97M-V/def2-TZVPD) on a 12-piece molecular cluster, C5H32N2O12 overall.

Each line ends with the natural charge from an NBO analysis.
Element x y z (Å)
O (-0.720, -1.636, 0.352)  -0.965
C (-1.210, -0.466, -0.171)  0.253
C (-2.149, -0.634, -1.385)  -0.440
C (-1.394, -0.078, -2.613)  -0.424
C (-0.015, 0.402, -2.184)  -0.228
N (1.150, 0.131, 1.266)  -0.814
C (1.041, 0.523, -0.009)  0.411
N (-0.029, 0.306, -0.698)  -0.347
H (-1.722, 0.105, 0.618)  0.168
H (-3.041, -0.062, -1.163)  0.245
H (-2.415, -1.680, -1.493)  0.229
H (-1.357, -0.882, -3.347)  0.223
H (-2.004, 0.694, -3.078)  0.217
H (0.698, -0.356, -2.496)  0.233
H (0.255, 1.400, -2.516)  0.210
H (2.037, 0.298, 1.721)  0.411
H (0.757, -0.774, 1.504)  0.444
H (1.843, 1.014, -0.556)  0.244
H (2.032, -2.510, 1.651)  0.469
H (0.718, -3.273, 1.308)  0.480
O (1.574, -3.345, 1.744)  -0.944
H (-1.777, 2.134, 2.916)  0.492
H (-0.719, 1.030, 2.947)  0.520
O (-0.918, 1.895, 2.550)  -0.995
H (-0.388, -3.450, -1.925)  0.477
H (-0.039, -2.478, -0.821)  0.501
O (0.382, -2.979, -1.589)  -1.028
H (-0.692, 3.824, -0.716)  0.478
H (-1.289, 2.913, 0.338)  0.490
O (-1.531, 3.471, -0.410)  -0.965
H (3.281, -3.380, -0.741)  0.470
H (2.013, -2.680, -0.836)  0.496
O (2.892, -2.554, -0.426)  -0.979
H (1.160, 3.857, 0.756)  0.487
H (0.507, 2.606, 1.592)  0.528
O (0.921, 2.930, 0.770)  -1.014
H (3.105, 1.880, 0.934)  0.478
H (4.320, 2.440, 1.580)  0.482
O (3.934, 1.588, 1.344)  -0.956
H (-1.761, -1.807, 3.350)  0.485
H (-0.962, -1.307, 2.053)  0.502
O (-1.209, -1.114, 2.987)  -1.023
H (-3.152, 2.304, -1.041)  0.485
H (-3.357, 2.472, -2.504)  0.465
O (-3.721, 1.987, -1.754)  -0.948
H (-2.329, -2.554, 0.738)  0.490
H (-3.523, -2.405, 1.554)  0.450
O (-3.182, -3.019, 0.888)  -0.962
H (4.046, 0.577, -0.398)  0.495
H (4.175, 1.756, -1.316)  0.465
O (3.764, 0.885, -1.276)  -0.944

Force components x, y, z for each atom (eV/Å):
O -0.42 -0.07 0.56
C 0.32 -1.06 0.05
C 0.76 0.55 0.46
C -1.16 -0.28 -0.29
C -0.17 -0.88 0.54
N 0.95 0.03 0.29
C -0.48 -0.37 -0.45
N -0.53 0.30 -0.44
H 0.35 0.41 -0.13
H -0.21 -0.06 -0.36
H 0.05 -0.05 0.06
H 0.47 0.12 -0.09
H 0.18 0.21 0.09
H 0.34 0.31 -0.30
H 0.04 0.03 0.03
H 0.03 0.08 -0.14
H -0.57 0.10 -0.22
H 0.05 -0.16 0.43
H 0.07 -0.05 -0.49
H 0.12 0.29 -0.08
O -0.44 -0.58 0.93
H 0.08 0.07 -0.01
H -0.17 -0.13 -0.20
O -0.03 -0.05 0.20
H 0.25 -0.26 -0.22
H 0.14 -0.03 -0.06
O -0.55 0.30 0.19
H 0.01 -0.14 -0.01
H 0.18 0.01 -0.01
O -0.50 0.00 -0.03
H 0.43 0.15 0.37
H 0.11 0.28 0.19
O -0.12 -0.09 -0.92
H -0.23 0.12 0.75
H -0.11 0.72 0.11
O 0.78 -0.36 -0.54
H -0.06 0.01 0.05
H 0.29 -0.22 0.24
O -0.36 0.53 0.11
H 0.13 -0.25 -0.27
H -0.47 -0.75 -0.03
O 0.27 0.96 0.27
H -0.02 0.12 0.01
H -0.21 -0.03 -0.03
O 0.05 0.30 -0.08
H 0.23 -0.54 -0.48
H -0.54 -0.38 -0.06
O 0.40 0.89 0.49
H 0.07 -0.15 -0.36
H 0.03 -0.09 -0.20
O 0.15 0.16 0.08

Computed properties:
spin multiplicity	1

=====

Per-record ΔE to the lowest compared entry with this formula, charge and spin, kJ/mol: 0.0, 302.6
Per-record maximum force, eV/A: 0.086, 1.225
Per-record orbital gap, eV: 7.13, 8.87